No. 1
Here is a structure of composition C31H53BrNP3Sr at a distorted geometry from the OMol25 dataset. Energies are from wB97M-V/def2-TZVPD.

Positions of all 90 atoms, in Å:
C -2.161393 5.025733 -2.920116
C -2.181124 3.736618 -3.498180
C -2.957167 3.526668 -4.656242
C -3.692553 4.606035 -5.165584
N -3.668551 5.811193 -4.602607
C -2.925371 6.034029 -3.522453
C -1.412936 2.666276 -2.912976
C -0.596558 1.868153 -2.404982
C 0.324615 1.040213 -1.685805
C 1.241658 1.604351 -0.765063
C 2.008156 0.799793 0.039802
C 1.792543 -0.616943 0.056164
C 0.959080 -1.181952 -0.956807
C 0.324747 -0.367278 -1.866578
Sr -2.567524 1.435399 -1.277365
P 3.223554 -1.707062 0.423822
H -2.978892 2.555188 -5.153814
H -1.564527 5.238343 -2.032431
H -4.305373 4.477661 -6.061040
H -2.919220 7.046066 -3.108243
H -0.137030 -0.777817 -2.774466
H 1.329561 2.697944 -0.737492
H 0.857096 -2.269476 -1.019956
H 2.747747 1.239243 0.709255
C 2.638534 -3.206832 1.233308
C 3.549377 -4.431566 1.106727
H 1.644643 -3.437592 0.822212
H 2.486336 -2.950263 2.291458
H 3.096353 -5.262774 1.662199
H 3.660197 -4.752066 0.063810
H 4.547065 -4.257459 1.528334
C 4.058430 -2.135634 -1.120209
C 4.480425 -0.955117 -1.995013
H 3.382219 -2.800919 -1.678640
H 4.934008 -2.737485 -0.832347
H 5.121606 -1.323941 -2.805309
H 3.617206 -0.460265 -2.458552
H 5.050690 -0.202360 -1.435783
C 4.353882 -0.796042 1.477198
C 5.652281 -1.528803 1.823937
H 3.798813 -0.539113 2.391776
H 4.584051 0.148576 0.961787
H 6.292611 -0.849602 2.399592
H 5.474830 -2.417909 2.441650
H 6.215208 -1.829355 0.929898
Br 0.437379 -0.683704 2.111222
P -3.513027 -1.178558 -1.851395
C -2.309348 -2.548369 -2.166209
C -2.933534 -3.940278 -2.045026
H -1.484181 -2.443611 -1.448352
H -1.878869 -2.425595 -3.167909
H -2.172836 -4.701254 -2.263942
H -3.319842 -4.139128 -1.037587
H -3.754531 -4.073947 -2.760469
C -2.978515 -0.946361 -0.012046
C -3.352780 -2.162341 0.845050
H -3.584004 -0.093119 0.365986
H -1.887067 -0.762701 0.047803
H -3.430660 -1.858915 1.897585
H -4.327051 -2.578364 0.551929
H -2.599421 -2.958985 0.793133
C -3.097912 -0.127249 -3.382975
C -3.398187 -0.873132 -4.698233
H -2.035722 0.181023 -3.349074
H -3.752570 0.773488 -3.349176
H -3.310216 -0.169265 -5.536053
H -2.693953 -1.691898 -4.884258
H -4.418623 -1.275110 -4.703264
C -2.064339 2.003779 1.803809
C -0.643876 2.357344 2.275258
P 0.069533 1.154403 3.404114
C 1.675101 1.638306 4.037578
C 1.619246 2.752715 5.089702
C -1.032816 0.596872 4.699847
C -0.437149 -0.468098 5.628475
H -2.409583 2.739789 1.052721
H -2.785426 2.064498 2.627980
H -2.117450 0.962275 1.437718
H 0.036977 2.470931 1.417105
H -0.642245 3.322880 2.811163
H 2.150280 0.735750 4.452950
H 2.285254 1.956831 3.177284
H 1.061156 2.455047 5.986719
H 2.640586 2.993986 5.404109
H 1.173394 3.671785 4.690531
H -1.295789 1.503531 5.268965
H -1.957514 0.227905 4.231132
H 0.496942 -0.138701 6.099690
H -1.154552 -0.675902 6.430218
H -0.251573 -1.410378 5.101323

Forces on atoms 1 to 2 (eV/Å):
C -0.407 0.209 -0.136
C 0.567 -0.569 -0.231

## Properties
Gap between HOMO and LUMO (spin up / spin down) in hartree: 0.1579 / 0.1752
Net charge: +2
Energy in Ha: -4895.865779

=====

No. 2
Here is a structure of composition C31H53CrNO2Si2 at a distorted geometry from the OMol25 dataset. Energies are from wB97M-V/def2-TZVPD.

Positions of all 90 atoms, in Å:
O -1.292154 -2.970160 -3.650758
O -2.431065 -0.830952 -4.562656
C 0.026079 -3.533114 -3.777012
C 0.400115 -4.672441 -2.859323
H 0.670890 -2.685164 -3.603184
H 0.095331 -3.783128 -4.830277
H 0.518855 -4.335355 -1.836891
H 1.365742 -5.050473 -3.200449
H -0.330789 -5.494720 -2.913586
C -1.946087 -3.133158 -2.405861
C -3.449907 -3.179417 -2.622650
H -1.679066 -2.244424 -1.809134
H -1.624471 -4.028477 -1.822998
H -3.814972 -2.245325 -3.098389
H -4.011013 -3.280213 -1.660610
H -3.737981 -4.031030 -3.236829
C -3.637546 0.066632 -4.370394
C -2.161991 -1.454903 -5.833509
C -3.892341 0.316699 -2.934950
H -4.326856 -0.600771 -4.913904
H -3.419522 0.937326 -4.987482
H -4.677914 -0.365097 -2.563028
H -4.291825 1.351383 -2.840640
H -3.021393 0.169568 -2.256857
C -3.165077 -2.538972 -6.057739
H -1.135715 -1.830184 -5.783301
H -2.234504 -0.647629 -6.555062
H -3.156543 -3.269132 -5.232293
H -2.820667 -3.044001 -6.952980
H -4.185726 -2.122881 -6.161766
H -1.856974 -1.271322 -3.949671
Cr 0.482496 0.804788 -0.893214
C -0.059438 -0.048737 -2.445638
Si 0.385543 1.067202 -3.907413
H -1.171988 -0.065134 -2.128627
H 0.270433 -1.150229 -2.526942
C 1.721326 0.114374 -4.900613
C 1.197208 2.695673 -3.283090
C -0.842583 1.763668 -5.158999
C 2.520557 0.651654 -1.189586
Si 3.238611 1.826783 0.063996
H 2.844249 0.919726 -2.214530
H 2.819124 -0.405191 -1.058345
C 4.072399 3.239382 -0.839906
C 4.491022 0.960960 1.128764
C 1.875827 2.513866 1.174386
H -0.318988 2.605255 -5.650408
H -1.746564 2.151905 -4.667738
H -1.095275 1.027571 -5.945215
H 2.483861 -0.303718 -4.211460
H 2.185206 0.833629 -5.608126
H 1.239623 -0.702522 -5.476652
H 1.584707 2.672554 -2.241560
H 0.447269 3.503876 -3.368348
H 2.017493 2.909838 -3.988175
H 5.098754 0.279582 0.520873
H 4.020317 0.379065 1.928964
H 5.158618 1.692787 1.590194
H 1.658050 1.831382 2.002601
H 0.923268 2.727707 0.656880
H 2.222371 3.463491 1.594621
H 5.047960 3.453590 -0.392856
H 3.492367 4.167927 -0.808346
H 4.245266 3.002712 -1.895337
C -2.980287 3.595392 -1.247205
C -3.789383 2.991926 -0.277192
C -3.339044 1.931402 0.504649
C -2.040178 1.423117 0.276444
C -1.238099 2.012590 -0.711948
C -1.671353 3.110160 -1.443011
C -1.452365 0.357155 1.079334
C -2.053252 -0.120715 2.241652
C -1.395926 -0.881175 3.171143
C -0.091184 -1.285713 2.877037
C 0.713158 -1.929391 3.862874
C 1.998424 -2.297671 3.519176
C 2.458411 -2.123090 2.199575
C 1.647986 -1.544255 1.223824
C 0.423193 -0.975987 1.575585
N -0.203777 -0.078896 0.717188
H -3.350371 4.424314 -1.856061
H -4.814244 3.323746 -0.132422
H -3.973677 1.453443 1.254766
H -0.997323 3.580652 -2.151731
H -3.058562 0.233263 2.438048
H -1.828844 -1.172158 4.118402
H 0.335642 -2.079314 4.883029
H 2.665646 -2.713956 4.281631
H 3.477811 -2.411613 1.950315
H 1.948511 -1.442200 0.176534

Forces on atoms 1 to 2 (eV/Å):
O -0.421 -0.970 -0.016
O 0.008 1.378 -1.240

## Properties
⟨S²⟩: 6.07
Gap between HOMO and LUMO (spin up / spin down) in hartree: 0.1525 / 0.2635
Net charge: 0
Energy in Ha: -3041.512632
2S+1: 5